(1)
Formula: C37H27N5RuS3
Source: the OMol25 dataset
Level of theory: ωB97M-V/def2-TZVPD

```
! wB97M-V def2-TZVPD RIJCOSX def2/J DEFGRID3
* xyz 1 2
Ru 0.538 -0.543 0.032
S -6.879 1.419 1.789
C -7.584 0.272 2.836
C -6.732 -0.751 3.117
C -5.481 -0.601 2.467
C -5.405 0.533 1.705
C -4.278 1.005 0.895
C -3.043 0.322 0.920
N -1.995 0.671 0.212
C -2.074 1.742 -0.593
C -3.240 2.515 -0.679
C -3.267 3.667 -1.535
C -2.182 4.011 -2.253
C -0.976 3.230 -2.197
C 0.163 3.593 -2.925
C 1.305 2.829 -2.852
C 1.248 1.685 -2.038
N 0.198 1.314 -1.330
C -0.920 2.085 -1.389
C 2.534 3.154 -3.583
C 3.806 2.716 -3.336
C 4.761 3.239 -4.244
C 4.195 4.066 -5.165
S 2.511 4.212 -4.939
C -4.346 2.117 0.084
H -8.591 0.416 3.192
H -6.985 -1.578 3.762
H -4.680 -1.319 2.565
H -2.920 -0.535 1.577
H -4.176 4.253 -1.586
H -2.195 4.884 -2.893
H 0.136 4.489 -3.534
H 2.103 1.024 -2.007
H 4.066 2.065 -2.514
H 5.816 3.015 -4.212
H 4.679 4.596 -5.969
H -5.259 2.697 0.019
N -1.083 -1.929 -0.467
C -1.303 -3.275 0.006
C -2.505 -3.881 -0.345
C -2.865 -5.096 0.200
C -2.014 -5.688 1.124
C -0.804 -5.098 1.429
C -0.387 -3.885 0.859
C 1.033 -3.431 0.943
C 1.965 -4.320 1.498
C 3.317 -4.253 1.219
C 3.769 -3.309 0.312
C 2.886 -2.334 -0.117
C 1.542 -2.298 0.268
H -1.790 -1.669 -1.146
H -1.341 -1.403 0.370
H -3.171 -3.372 -1.034
H -3.801 -5.562 -0.074
H -2.276 -6.629 1.587
H -0.157 -5.626 2.112
H 1.631 -5.130 2.126
H 3.991 -4.974 1.662
H 4.796 -3.305 -0.029
H 3.270 -1.583 -0.791
C 5.100 2.000 3.325
C 4.153 1.406 2.337
C 4.508 1.179 1.004
C 3.565 0.631 0.165
N 2.341 0.341 0.606
C 2.097 0.578 1.912
S 0.483 0.028 2.214
N 2.936 1.089 2.785
H 6.092 2.140 2.901
H 5.163 1.356 4.201
H 4.717 2.964 3.663
H 5.496 1.415 0.639
H 3.799 0.417 -0.869
*
```

Calculated values
highest occupied orbital energy (spin up / spin down) = -10.28 / -10.38 eV
<S²> = 0.760

***

(2)
Formula: C37H28BrCl3F4PPdSiTe
Source: the OMol25 dataset
Level of theory: ωB97M-V/def2-TZVPD

```
! wB97M-V def2-TZVPD RIJCOSX def2/J DEFGRID3
* xyz -1 1
Pd 0.198 -0.561 0.826
F -6.625 -2.291 2.898
C -5.423 -2.277 2.319
C -4.951 -3.396 1.667
F -5.706 -4.500 1.618
C -3.709 -3.364 1.070
F -3.326 -4.484 0.450
C -2.874 -2.245 1.094
P -1.213 -2.245 0.245
C -1.870 -2.603 -1.443
C -2.027 -3.873 -1.996
C -2.565 -4.026 -3.265
C -2.973 -2.918 -3.992
C -2.823 -1.650 -3.449
C -2.257 -1.493 -2.192
C -0.537 -3.858 0.777
C 0.406 -4.479 -0.040
C 1.011 -5.660 0.355
C 0.700 -6.222 1.586
C -0.203 -5.586 2.421
C -0.818 -4.409 2.022
C -3.390 -1.116 1.758
Br -2.487 0.537 1.864
C -4.636 -1.143 2.354
F -5.134 -0.069 2.981
H -1.728 -4.746 -1.434
H -2.675 -5.020 -3.683
H -3.402 -3.043 -4.979
H -3.131 -0.775 -4.006
H -2.118 -0.499 -1.779
H 0.674 -4.031 -0.991
H 1.744 -6.130 -0.289
H 1.186 -7.135 1.905
H -0.419 -5.994 3.401
H -1.497 -3.906 2.700
C 5.381 6.792 1.127
C 4.291 5.755 1.139
C 3.568 5.454 -0.004
C 2.552 4.502 -0.007
C 1.779 4.291 -1.276
C 2.267 3.807 1.179
Te 0.682 2.383 1.349
C 2.979 4.107 2.351
C 2.695 3.451 3.676
C 3.974 5.077 2.306
H 5.530 7.192 0.123
H 6.329 6.368 1.464
H 5.143 7.626 1.790
H 3.789 5.981 -0.927
H 2.053 5.042 -2.018
H 0.706 4.365 -1.089
H 1.961 3.308 -1.709
H 2.294 2.445 3.566
H 1.982 4.043 4.256
H 3.610 3.369 4.263
H 4.523 5.296 3.217
Cl 3.128 -0.281 3.638
Si 1.657 -1.432 2.537
Cl 2.559 -3.364 2.691
Cl 0.221 -1.645 4.209
C -1.912 2.009 -3.745
C -2.170 2.591 -2.495
C -1.308 2.400 -1.445
C -0.154 1.602 -1.586
C 0.792 1.387 -0.529
C 1.881 0.556 -0.732
C 2.087 -0.068 -1.986
C 1.227 0.158 -3.015
C 0.096 1.000 -2.849
C -0.798 1.230 -3.914
H -2.597 2.173 -4.568
H -3.054 3.203 -2.360
H -1.505 2.865 -0.488
H 2.621 0.433 0.047
H 2.946 -0.717 -2.108
H 1.381 -0.307 -3.983
H -0.590 0.762 -4.870
*
```

Calculated values
highest occupied orbital energy = -3.68 eV

***

(3)
Formula: C37H28BrIN2OsP
Source: the OMol25 dataset
Level of theory: ωB97M-V/def2-TZVPD

```
! wB97M-V def2-TZVPD RIJCOSX def2/J DEFGRID3
* xyz 3 5
Os -1.073 -0.711 -0.298
Br -3.376 -2.020 -0.540
C -4.434 -0.510 -0.490
C -5.802 -0.565 -0.688
C -6.520 0.633 -0.930
C -5.858 1.850 -0.735
C -4.459 1.874 -0.444
C -3.883 3.168 -0.180
C -2.561 3.195 0.164
C -1.821 2.009 0.220
C -2.338 0.789 -0.116
C -3.699 0.691 -0.379
H -6.349 -1.492 -0.878
H -7.510 0.566 -1.245
H -6.318 2.841 -0.784
H -4.531 4.069 -0.404
H -2.016 4.162 0.424
H -0.767 2.134 0.575
I -1.704 -1.267 2.320
C -0.381 -0.140 3.523
C -0.899 0.098 4.768
C -0.095 0.560 5.891
C 1.247 0.775 5.676
C 1.829 0.547 4.398
C 3.172 0.944 4.268
C 3.871 0.758 3.072
C 3.124 0.354 1.964
C 1.756 0.081 2.021
P 1.074 -0.360 0.367
C 1.791 0.995 -0.615
C 2.076 0.797 -1.990
C 2.302 1.921 -2.804
C 2.333 3.167 -2.242
C 2.077 3.381 -0.902
C 1.769 2.311 -0.057
C 1.982 -2.009 0.231
C 2.838 -2.399 -0.820
C 3.295 -3.736 -0.903
C 2.982 -4.685 0.108
C 2.225 -4.246 1.202
C 1.696 -2.923 1.275
C 1.046 0.159 3.246
H -1.967 -0.041 4.900
H -0.617 0.715 6.873
H 1.926 1.186 6.373
H 3.634 1.348 5.152
H 4.954 1.015 3.027
H 3.643 0.294 0.982
H 2.072 -0.229 -2.419
H 2.314 1.833 -3.876
H 2.637 4.047 -2.791
H 2.014 4.373 -0.437
H 1.564 2.448 0.970
H 3.145 -1.662 -1.513
H 3.658 -4.142 -1.854
H 3.325 -5.718 -0.026
H 2.127 -4.886 2.049
H 1.040 -2.718 2.149
N -0.169 -2.952 -2.154
C -0.315 -1.893 -2.956
C -0.022 -2.001 -4.337
C -0.085 -0.868 -5.098
C -0.447 0.349 -4.510
C -0.699 0.393 -3.156
N -0.741 -0.709 -2.363
H -0.035 -3.861 -2.530
H -0.237 -2.779 -1.158
H 0.324 -3.013 -4.623
H 0.231 -0.904 -6.197
H -0.498 1.283 -5.114
H -0.870 1.323 -2.634
*
```

Calculated values
highest occupied orbital energy (spin up / spin down) = -14.55 / -16.00 eV
<S²> = 6.078

***

(4)
Formula: C37H28Cl5HgN6O3SSi
Source: the OMol25 dataset
Level of theory: ωB97M-V/def2-TZVPD

```
! wB97M-V def2-TZVPD RIJCOSX def2/J DEFGRID3
* xyz -2 2
Hg -0.695 1.320 1.161
O -4.260 -1.132 0.039
C -3.243 -0.465 0.237
N -2.529 -0.264 1.346
C -2.746 -0.906 2.551
O -3.498 -1.864 2.770
C -1.923 -0.346 3.653
C -2.171 -0.547 5.033
C -1.607 0.334 5.946
C -0.807 1.491 5.784
C 1.050 2.193 3.564
N -1.082 0.701 3.279
C -2.704 0.276 -1.018
C -3.227 -0.119 -2.249
C -2.786 0.495 -3.405
C -1.853 1.519 -3.316
C -1.398 1.871 -2.060
N -1.804 1.261 -0.952
H -2.794 -1.361 5.371
H -1.799 0.131 7.004
H 0.078 1.635 6.399
H 1.957 1.760 3.953
H -3.963 -0.909 -2.251
H -3.158 0.175 -4.372
H -1.477 2.026 -4.194
H -0.676 2.670 -1.917
N 2.181 0.913 0.232
N 2.649 1.596 -0.872
C 2.386 2.911 -1.023
N 2.848 3.432 -2.220
S 1.540 3.819 0.068
H 2.892 0.305 0.606
H 1.279 0.452 0.069
H 2.905 1.070 -1.699
H 2.865 2.813 -3.019
H 2.465 4.344 -2.403
O 0.573 -0.293 0.006
Si 0.950 -1.531 -0.895
C 2.810 -1.929 -0.745
C 3.653 -2.232 -1.814
C 5.010 -2.478 -1.626
C 5.553 -2.427 -0.351
C 4.730 -2.143 0.733
C 3.379 -1.901 0.534
C 0.046 -3.134 -0.507
C 0.380 -4.352 -1.106
C -0.326 -5.510 -0.812
C -1.384 -5.467 0.092
C -1.726 -4.270 0.703
C -1.008 -3.117 0.404
C 0.681 -1.191 -2.751
C 1.393 -0.156 -3.366
C 1.206 0.171 -4.701
C 0.286 -0.539 -5.464
C -0.438 -1.566 -4.876
C -0.241 -1.882 -3.536
H 3.245 -2.270 -2.820
H 5.642 -2.707 -2.477
H 6.612 -2.605 -0.201
H 5.145 -2.109 1.735
H 2.745 -1.675 1.386
H 1.205 -4.399 -1.813
H -0.055 -6.447 -1.287
H -1.938 -6.372 0.318
H -2.547 -4.204 1.406
H -1.274 -2.185 0.883
H 2.109 0.411 -2.778
H 1.773 0.980 -5.150
H 0.130 -0.286 -6.506
H -1.163 -2.120 -5.461
H -0.821 -2.683 -3.090
Cl -2.777 4.271 -0.057
C -2.268 4.317 1.625
C -1.649 3.225 2.184
C -1.273 3.389 3.496
Cl -0.312 1.854 4.104
C -1.493 4.483 4.296
Cl -0.888 4.639 5.924
C -2.160 5.556 3.687
Cl -2.487 6.992 4.600
C -2.547 5.479 2.358
Cl -3.375 6.815 1.618
*
```

Calculated values
highest occupied orbital energy (spin up / spin down) = -0.08 / -1.83 eV
<S²> = 0.773

***

(5)
Formula: C37H28Cl5HgN6O3SSi
Source: the OMol25 dataset
Level of theory: ωB97M-V/def2-TZVPD

```
! wB97M-V def2-TZVPD RIJCOSX def2/J DEFGRID3
* xyz -2 2
Hg -1.072 -0.459 -1.212
O -0.621 2.495 -4.385
C -0.498 1.605 -3.537
N -1.082 1.503 -2.317
C -1.916 2.488 -1.816
O -2.269 3.536 -2.389
C -2.390 2.221 -0.443
C -3.247 3.174 0.149
C -3.670 3.019 1.442
C -3.205 1.896 2.174
C -2.398 0.988 1.527
N -2.005 1.101 0.260
C 0.438 0.470 -3.879
C 1.052 0.481 -5.135
C 1.893 -0.548 -5.498
C 2.131 -1.573 -4.583
C 1.507 -1.498 -3.353
N 0.680 -0.517 -3.004
H -3.547 4.011 -0.466
H -4.341 3.739 1.898
H -3.476 1.750 3.212
H -2.033 0.117 2.065
H 0.835 1.315 -5.788
H 2.370 -0.564 -6.471
H 2.776 -2.407 -4.824
H 1.672 -2.262 -2.598
N -1.924 -2.272 1.028
N -3.089 -2.407 1.771
C -4.321 -2.125 1.288
N -5.326 -2.370 2.207
S -4.667 -1.539 -0.214
H -1.501 -3.171 0.860
H -1.234 -1.643 1.441
H -3.013 -2.626 2.753
H -5.181 -3.146 2.836
H -6.231 -2.360 1.768
O 0.549 -0.738 0.709
Si 1.555 0.216 1.427
C 2.933 -0.698 2.397
C 3.521 -0.203 3.563
C 4.577 -0.859 4.182
C 5.074 -2.040 3.645
C 4.499 -2.557 2.492
C 3.447 -1.889 1.882
C 2.563 1.425 0.351
C 3.685 2.107 0.825
C 4.357 3.029 0.035
C 3.921 3.286 -1.259
C 2.814 2.613 -1.755
C 2.147 1.697 -0.953
C 0.722 1.355 2.714
C 0.349 0.886 3.975
C -0.325 1.692 4.882
C -0.644 2.999 4.540
C -0.286 3.487 3.292
C 0.387 2.672 2.393
H 3.143 0.716 3.999
H 5.019 -0.449 5.084
H 5.901 -2.551 4.124
H 4.879 -3.481 2.068
H 3.000 -2.294 0.978
H 4.043 1.915 1.832
H 5.222 3.551 0.431
H 4.442 4.013 -1.873
H 2.461 2.806 -2.762
H 1.273 1.185 -1.339
H 0.598 -0.135 4.252
H -0.606 1.301 5.854
H -1.183 3.629 5.239
H -0.540 4.504 3.014
H 0.655 3.062 1.417
Cl -0.095 -3.919 -1.133
C -1.335 -3.556 -2.301
C -1.798 -2.252 -2.416
C -2.692 -2.028 -3.467
Cl -3.349 -0.447 -3.696
C -3.097 -3.034 -4.345
Cl -4.173 -2.689 -5.650
C -2.629 -4.332 -4.168
Cl -3.124 -5.591 -5.243
C -1.751 -4.601 -3.127
Cl -1.203 -6.222 -2.877
*
```

Calculated values
highest occupied orbital energy (spin up / spin down) = 1.00 / -2.60 eV
<S²> = 0.766

***

(6)
Formula: C37H28N4O4SV
Source: the OMol25 dataset
Level of theory: ωB97M-V/def2-TZVPD

```
! wB97M-V def2-TZVPD RIJCOSX def2/J DEFGRID3
* xyz 1 3
V 0.396 0.256 -0.533
C -1.368 -0.455 -3.273
O -1.302 -0.157 -1.872
C -2.418 -0.399 -1.075
C -3.510 -1.149 -1.457
C -4.545 -1.312 -0.538
C -4.488 -0.731 0.719
C -3.387 0.035 1.087
C -2.354 0.187 0.187
N -1.172 0.968 0.414
N -1.350 2.094 0.981
C -0.369 3.021 0.876
C 0.572 3.032 -0.188
O 0.697 2.063 -1.057
C 1.379 4.189 -0.387
C 1.285 5.242 0.458
C 0.364 5.270 1.552
C 0.290 6.386 2.406
C -0.609 6.410 3.440
C -1.457 5.310 3.643
C -1.396 4.208 2.825
C -0.484 4.171 1.758
H -1.579 -1.513 -3.422
H -0.389 -0.211 -3.674
H -2.135 0.161 -3.740
H -3.573 -1.594 -2.439
H -5.409 -1.900 -0.819
H -5.303 -0.866 1.416
H -3.323 0.512 2.056
H 2.069 4.180 -1.219
H 1.923 6.106 0.310
H 0.953 7.225 2.232
H -0.667 7.266 4.098
H -2.167 5.328 4.460
H -2.047 3.364 3.002
N 0.088 -1.700 0.022
S 0.420 -2.894 -1.005
C 1.683 -3.891 -0.240
C 1.911 -5.176 -0.719
C 2.949 -5.914 -0.176
C 3.746 -5.367 0.824
C 3.509 -4.082 1.284
C 2.471 -3.328 0.750
C -0.967 -3.997 -1.029
C -1.543 -4.442 0.156
C -2.671 -5.239 0.096
C -3.204 -5.596 -1.141
C -2.614 -5.160 -2.315
C -1.486 -4.347 -2.265
H -0.129 -2.043 0.953
H 1.285 -5.602 -1.493
H 3.136 -6.918 -0.532
H 4.555 -5.951 1.244
H 4.132 -3.659 2.061
H 2.281 -2.320 1.096
H -1.116 -4.174 1.116
H -3.133 -5.590 1.008
H -4.084 -6.224 -1.182
H -3.026 -5.451 -3.272
H -1.018 -3.998 -3.177
O 2.695 1.112 2.591
C 3.017 0.665 1.525
N 2.151 0.292 0.485
C 2.874 -0.140 -0.574
O 2.256 -0.464 -1.612
C 4.319 -0.117 -0.265
C 5.430 -0.476 -1.001
C 6.667 -0.317 -0.381
C 6.764 0.183 0.916
C 5.632 0.542 1.646
C 4.413 0.379 1.027
H 5.340 -0.859 -2.008
H 7.571 -0.582 -0.913
H 7.744 0.295 1.361
H 5.702 0.934 2.652
*
```

Calculated values
highest occupied orbital energy (spin up / spin down) = -10.31 / -10.41 eV
<S²> = 2.023

***

Across the entries above, E takes the values -81340.66028; -185249.62143; -131672.15849; -139393.71010; -139409.65640; -89493.12720 eV, respectively.
Across the entries above, energy relative to the best compared isomer or geometry (same formula, charge and spin) takes the values 56.9; 20.6; 0.0; 396.7; 29.0; 9.6 kcal per mole, respectively.